{
  "formula": "C15H20N6O3S2Tc",
  "method": "wB97M-V/def2-TZVPD",
  "symbols": ["Tc", "C", "C", "N", "C", "C", "S", "C", "C", "S", "C", "N", "C", "H", "H", "H", "H", "H", "H", "H", "H", "C", "N", "C", "C", "C", "N", "C", "O", "N", "H", "H", "H", "H", "H", "H", "H", "N", "C", "C", "O", "O", "H", "H", "H", "H", "H"],
  "xyz": [[-0.60178, -0.32822, 0.00612], [-0.87947, -2.24784, 3.08009], [-0.91301, -0.77581, 3.11488], [-0.81945, 0.02390, 2.07059], [-0.90183, 1.36076, 2.44203], [-1.04457, 1.55902, 3.81045], [-1.09217, 0.08696, 4.62547], [-0.86525, 2.28385, 1.38166], [-0.90827, 3.67201, 1.40013], [-0.81866, 4.29404, -0.15896], [-0.72413, 2.67748, -0.82240], [-0.78254, 1.74484, 0.10064], [-0.52811, 2.48489, -2.26705], [-0.85573, -2.62710, 2.06046], [-1.75307, -2.66379, 3.59195], [-0.01253, -2.63171, 3.62825], [-1.11888, 2.50362, 4.33477], [-0.96596, 4.31736, 2.26780], [0.41510, 2.95128, -2.57396], [-1.30442, 3.00323, -2.83708], [-0.48928, 1.43387, -2.53850], [4.48127, 1.32857, 0.42385], [3.63611, 0.14245, 0.24493], [4.16628, -1.07494, 0.00363], [3.38821, -2.17269, -0.19943], [1.98916, -2.02321, -0.16568], [1.45154, -0.79715, 0.08860], [2.26779, 0.31169, 0.28654], [1.74701, 1.39300, 0.51304], [1.20705, -3.08639, -0.37263], [5.48283, 1.02612, 0.71418], [4.05590, 1.97775, 1.18221], [4.54353, 1.89503, -0.50586], [5.24634, -1.14701, -0.02149], [3.83197, -3.13881, -0.38821], [1.63330, -3.97617, -0.58971], [0.20907, -3.04626, -0.46496], [-4.36729, -0.98160, -3.06575], [-2.92808, -1.37871, -3.12780], [-2.09361, -0.85346, -1.97491], [-2.60557, -0.43193, -0.89196], [-0.83384, -0.88808, -2.04871], [-4.91710, -1.55987, -3.71248], [-4.51590, -0.00830, -3.34273], [-4.76124, -1.10511, -2.12734], [-2.48676, -1.05865, -4.07136], [-2.86399, -2.46892, -3.10328]],
  "forces_ev_per_angstrom": [[0.6, 2.1, 0.2], [0.0, -0.4, 0.3], [-0.1, -0.1, 1.7], [0.0, 0.2, -0.6], [-0.2, 0.0, 2.5], [0.2, 0.2, -2.0], [0.2, -1.1, -1.2], [-0.1, 2.5, -0.1], [0.1, -2.1, 0.5], [0.1, -1.4, -1.0], [0.1, 1.7, -0.6], [-0.3, -0.7, 0.5], [0.1, 0.2, -0.5], [0.0, -0.1, -0.2], [0.0, 0.0, -0.2], [0.0, 0.0, -0.2], [0.0, -0.1, -0.1], [0.0, -0.1, -0.1], [0.0, -0.1, 0.0], [0.0, -0.1, 0.0], [0.0, 0.0, -0.1], [0.3, 0.6, -0.1], [-0.3, -0.4, -0.1], [-0.1, 0.0, 0.0], [-0.3, 0.0, 0.0], [0.6, -0.7, -0.2], [-1.3, -0.2, -0.2], [0.3, 0.9, 0.5], [0.1, -0.5, -0.2], [0.0, 0.4, 0.1], [0.0, -0.1, 0.1], [0.0, -0.1, 0.1], [-0.1, -0.1, 0.0], [0.0, 0.1, 0.0], [0.0, 0.0, 0.0], [0.0, -0.1, 0.0], [-0.1, -0.1, -0.1], [0.1, -0.1, 0.1], [0.3, 0.1, 0.1], [-1.0, 0.0, 0.1], [0.4, -0.1, 0.2], [0.8, -0.1, 0.7], [-0.1, 0.0, 0.0], [-0.1, 0.1, 0.0], [-0.1, 0.0, 0.0], [-0.1, 0.1, -0.1], [0.0, 0.0, 0.0]],
  "lumo_ev": [-15.70, -15.58],
  "orbital_gap_ev": [4.28, 4.37],
  "spin_multiplicity": 4,
  "homo_energy_ev": [-20.0, -20.0],
  "e_above_lowest_kcal_mol": 43.55,
  "total_charge": 4
}


{
  "formula": "C5H14N2O",
  "method": "wB97M-V/def2-TZVPD",
  "symbols": ["C", "C", "C", "C", "O", "N", "C", "N", "H", "H", "H", "H", "H", "H", "H", "H", "H", "H", "H", "H", "H", "H"],
  "xyz": [[-0.77916, 1.90793, -0.57247], [-0.57210, 0.46524, -0.01006], [-1.23271, -0.57136, -0.88315], [-1.36035, -1.92762, -0.18331], [-1.82487, -2.84899, -1.14793], [0.83162, 0.21875, 0.14704], [1.70147, 0.95265, 1.02921], [2.95282, 0.24368, 1.06078], [-0.19698, 2.63933, -0.02156], [-0.48717, 2.03122, -1.60940], [-1.85298, 2.05734, -0.54238], [-1.04796, 0.44516, 0.97275], [-2.20563, -0.27253, -1.23628], [-0.74247, -0.73121, -1.85779], [-2.10008, -1.85013, 0.59964], [-0.38694, -2.19912, 0.21742], [-1.63278, -3.73778, -0.83477], [1.31958, -0.01727, -0.72630], [1.82282, 1.96782, 0.62742], [1.21415, 1.10746, 1.99990], [3.70381, 0.77458, 1.46084], [2.87593, -0.65515, 1.51037]],
  "forces_ev_per_angstrom": [[0.3, -0.1, -0.2], [-0.6, 0.0, 0.1], [0.2, -1.0, -0.8], [-0.3, 0.4, -0.9], [0.4, 0.0, 0.1], [0.1, 1.3, -1.1], [0.3, -0.6, 0.9], [-0.5, 0.2, -0.4], [-0.4, 0.2, 0.4], [0.2, -0.4, -0.3], [0.0, 0.3, 0.3], [0.2, 0.1, 0.2], [-0.6, 0.5, 0.4], [0.5, 0.1, 0.4], [-0.1, 0.1, 0.7], [0.2, -0.3, 0.2], [-0.2, -0.1, -0.1], [0.0, -0.5, 0.3], [0.1, -0.1, -0.3], [-0.2, -0.2, 0.0], [0.2, 0.2, 0.1], [0.1, 0.0, 0.2]],
  "lumo_ev": [-2.74, -7.66],
  "orbital_gap_ev": [11.23, 6.29],
  "spin_multiplicity": 2,
  "homo_energy_ev": [-14.0, -14.0],
  "e_above_lowest_kcal_mol": 23.00,
  "total_charge": 1
}


{
  "formula": "C39H102N2O27S9",
  "method": "wB97M-V/def2-TZVPD",
  "symbols": ["C", "C", "N", "C", "C", "C", "C", "H", "H", "H", "H", "H", "H", "H", "H", "H", "H", "H", "H", "H", "H", "H", "C", "C", "N", "C", "C", "C", "C", "H", "H", "H", "H", "H", "H", "H", "H", "H", "H", "H", "H", "H", "H", "H", "O", "S", "O", "O", "C", "C", "C", "H", "H", "H", "H", "H", "H", "H", "H", "O", "S", "O", "O", "C", "C", "C", "H", "H", "H", "H", "H", "H", "H", "H", "O", "S", "O", "O", "C", "C", "C", "H", "H", "H", "H", "H", "H", "H", "H", "O", "S", "O", "O", "C", "C", "C", "H", "H", "H", "H", "H", "H", "H", "H", "O", "S", "O", "O", "C", "C", "C", "H", "H", "H", "H", "H", "H", "H", "H", "O", "S", "O", "O", "C", "C", "C", "H", "H", "H", "H", "H", "H", "H", "H", "O", "S", "O", "O", "C", "C", "C", "H", "H", "H", "H", "H", "H", "H", "H", "O", "S", "O", "O", "C", "C", "C", "H", "H", "H", "H", "H", "H", "H", "H", "O", "S", "O", "O", "C", "C", "C", "H", "H", "H", "H", "H", "H", "H", "H"],
  "xyz": [[-0.69093, 8.67976, 0.38047], [0.27556, 7.71413, -0.38824], [0.04614, 6.23951, -0.28613], [-1.32000, 6.03276, -0.85928], [-1.80551, 4.53282, -0.84910], [1.12020, 5.52790, -1.01380], [2.38638, 5.34399, -0.13878], [-0.30557, 9.69391, 0.27511], [-0.76821, 8.31265, 1.40388], [-1.69896, 8.58398, -0.02301], [0.42160, 8.06905, -1.40844], [1.24606, 7.92619, 0.06037], [-1.84025, 6.39647, 0.02681], [-1.47976, 6.59772, -1.77765], [-1.32742, 3.87350, -0.12465], [-2.88174, 4.41589, -0.72198], [-1.58150, 4.06098, -1.80581], [1.55000, 6.12825, -1.81564], [0.79744, 4.54442, -1.35541], [2.21205, 4.62679, 0.66331], [2.75168, 6.27242, 0.30018], [3.06869, 4.89077, -0.85789], [-6.17560, -0.81874, 1.42891], [-5.59528, -0.56527, -0.01411], [-4.50634, -1.46306, -0.46136], [-4.66087, -2.95307, -0.18025], [-5.80747, -3.65209, -0.94932], [-4.15166, -1.12662, -1.87192], [-3.05554, -2.00754, -2.46833], [-6.77854, -1.72678, 1.42315], [-6.73459, 0.06711, 1.73042], [-5.39185, -0.97057, 2.17106], [-6.35404, -0.50534, -0.79436], [-5.08481, 0.39478, -0.09043], [-3.74767, -3.48262, -0.45181], [-4.72178, -3.11007, 0.89666], [-5.62832, -3.56600, -2.02105], [-5.78380, -4.70653, -0.67419], [-6.81930, -3.28290, -0.78201], [-3.67539, -0.14618, -1.87481], [-5.04390, -1.11993, -2.49799], [-2.21013, -2.25040, -1.82459], [-2.67091, -1.60051, -3.40347], [-3.56191, -2.95557, -2.64981], [2.44563, 3.36635, 4.95867], [3.30264, 2.92404, 3.88368], [3.46152, 3.76958, 2.71427], [4.84506, 2.65522, 4.41963], [5.07906, 2.11956, 5.73467], [5.57650, 0.70598, 5.51079], [2.93348, 1.21277, 3.38517], [4.21454, 2.10090, 6.39826], [5.91133, 2.66827, 6.17551], [6.41021, 0.91777, 4.84133], [4.78882, 0.07985, 5.09172], [6.04327, 0.23304, 6.37483], [2.17926, 1.30979, 2.60426], [2.70244, 0.70692, 4.32264], [3.81152, 0.73301, 2.95276], [0.99552, -0.99477, 0.99181], [0.06506, -0.08658, 0.39248], [0.32813, 1.35698, 0.57084], [-0.06003, -0.42290, -1.21192], [-0.61401, 0.58947, -1.97105], [-0.33378, 0.20440, -3.40913], [-1.68753, -0.51083, 0.79178], [-0.25365, 1.57775, -1.68550], [-1.68587, 0.64639, -1.78136], [0.74265, 0.19084, -3.58005], [-0.94893, 0.75395, -4.12166], [-0.60401, -0.83850, -3.57479], [-1.65903, -0.90351, 1.80819], [-2.01877, -1.31536, 0.13517], [-2.30921, 0.38440, 0.80472], [1.12827, -2.66961, 7.32917], [1.37949, -1.55096, 6.44400], [1.80242, -0.25086, 6.97151], [2.47350, -1.97862, 5.26174], [2.36303, -3.25416, 4.68894], [2.08044, -3.21836, 3.18392], [-0.13178, -1.26842, 5.28615], [1.63771, -3.93628, 5.13247], [3.24501, -3.79560, 5.03107], [1.09080, -2.78277, 3.04617], [2.11464, -4.13192, 2.59034], [2.76513, -2.41717, 2.90574], [-0.92583, -0.68467, 5.75179], [-0.42724, -2.30998, 5.15981], [0.28462, -0.74729, 4.42409], [-0.34603, -7.03569, -2.92205], [0.89065, -6.76686, -2.15270], [2.18092, -6.51171, -2.81544], [0.60830, -5.42867, -1.23983], [-0.71978, -5.07378, -0.88582], [-0.55613, -3.74548, -0.15583], [1.01529, -7.94126, -0.79061], [-1.22788, -5.85245, -0.31695], [-1.39827, -4.82251, -1.70106], [-0.26296, -2.94348, -0.83330], [0.17026, -3.84277, 0.65101], [-1.50844, -3.43823, 0.27637], [0.03611, -8.18435, -0.37804], [1.58398, -7.43992, -0.00744], [1.64820, -8.76576, -1.11878], [-1.87035, -0.06718, -6.46671], [-0.61417, -0.76244, -6.78781], [0.70363, -0.16331, -6.53727], [-0.58733, -2.26726, -6.04984], [0.58792, -3.02633, -6.10659], [0.46639, -4.12821, -4.99725], [-0.76287, -1.31802, -8.59025], [1.53138, -2.48504, -6.03601], [0.72997, -3.53461, -7.06030], [-0.30235, -4.87999, -5.17605], [0.34334, -3.75639, -3.98004], [1.32880, -4.78872, -4.90743], [0.12423, -1.87025, -8.90040], [-0.98247, -0.44198, -9.20052], [-1.60074, -2.00761, -8.69288], [0.72355, 2.95823, -3.68807], [0.45996, 4.11708, -4.60432], [-0.70319, 5.01655, -4.37306], [1.78883, 5.05770, -4.64214], [3.03056, 4.44281, -4.33807], [4.13955, 5.38855, -4.66203], [0.50781, 3.59208, -6.36158], [3.07408, 3.56063, -4.97679], [3.10502, 4.15409, -3.28964], [4.00635, 5.77331, -5.67313], [5.13484, 4.96245, -4.53579], [4.15399, 6.28579, -4.04328], [1.53469, 3.30881, -6.59261], [0.14013, 4.42561, -6.96002], [-0.13993, 2.72455, -6.48780], [-2.44568, -2.86883, 3.16181], [-2.23521, -4.09858, 3.91050], [-0.91014, -4.69346, 4.06965], [-2.97227, -3.85723, 5.45022], [-2.91072, -4.93328, 6.42560], [-1.61437, -4.87800, 7.22652], [-3.42944, -5.35062, 3.21595], [-3.07946, -5.92360, 6.00264], [-3.67190, -4.74389, 7.18247], [-1.56098, -5.77074, 7.84963], [-1.63687, -4.01316, 7.88958], [-0.68698, -4.83291, 6.65555], [-3.59136, -6.17871, 3.90598], [-3.01636, -5.88315, 2.35928], [-4.21624, -4.75895, 2.74801], [3.73850, -3.41212, -4.52055], [3.98244, -2.59282, -3.34333], [4.87569, -3.00328, -2.29002], [4.40512, -1.08162, -3.87041], [3.84743, -0.61652, -5.06508], [3.68093, 0.91622, -5.17111], [2.45165, -2.18661, -2.49359], [2.83858, -0.99126, -5.23795], [4.41208, -0.94021, -5.93944], [4.60574, 1.40752, -4.86872], [2.96746, 1.18990, -4.39384], [3.36360, 1.15849, -6.18537], [1.69075, -1.70779, -3.10992], [2.75814, -1.54924, -1.66418], [2.20232, -3.16233, -2.07657], [-0.16547, 1.73591, 4.06497], [-1.07166, 2.73872, 3.48403], [-2.17829, 2.32542, 2.62784], [-1.62768, 3.68968, 4.66814], [-0.81523, 4.01039, 5.78335], [-1.55759, 4.79195, 6.84832], [-0.02829, 3.98949, 2.53841], [0.07338, 4.60015, 5.55831], [-0.45381, 3.12163, 6.30063], [-0.93605, 5.06929, 7.69970], [-2.52080, 4.37471, 7.14197], [-1.73190, 5.79659, 6.46308], [0.12606, 3.46944, 1.59299], [0.90124, 4.19552, 3.06909], [-0.58056, 4.91670, 2.38552]],
  "forces_ev_per_angstrom": [[0.1, -1.9, -0.8], [0.7, 0.4, 1.3], [-0.2, 0.6, -1.6], [0.2, -1.7, 2.8], [0.7, 0.2, -1.4], [0.9, 0.9, 1.4], [-1.1, -0.8, -0.3], [-0.2, -0.1, 0.3], [0.2, 0.5, 0.2], [0.0, 0.4, -0.1], [-0.5, -0.2, -0.6], [0.2, -0.3, 0.1], [-0.9, 0.8, -0.8], [-0.3, -0.2, -0.1], [0.2, 0.5, 0.4], [-0.1, 0.4, 0.1], [0.0, 0.0, -0.3], [-0.7, 0.1, -0.9], [-0.2, 0.2, -0.1], [0.1, 0.1, 0.1], [0.1, -0.1, -0.3], [0.7, 0.2, 0.4], [0.8, -0.1, -1.3], [1.1, 0.2, 2.0], [-3.0, -2.0, -2.1], [0.7, 0.4, 0.6], [0.0, 0.6, -0.3], [2.7, 0.3, 0.6], [-1.0, -1.2, 0.0], [-0.3, 0.3, 0.1], [-0.2, -0.2, -0.1], [0.2, 0.1, -0.2], [-0.1, -0.4, -0.1], [-0.2, 0.4, 0.3], [0.2, 0.5, -0.2], [-0.4, 0.4, 0.0], [0.0, -0.2, 0.0], [0.1, 0.1, 0.0], [0.2, 0.2, 0.4], [-0.7, 0.5, 0.3], [-0.2, 0.0, 0.2], [0.0, 0.5, 0.2], [-0.2, 0.0, 0.1], [0.5, -0.3, -0.6], [0.6, -0.5, -0.6], [1.8, -0.3, -0.4], [-0.2, -1.0, 1.2], [-1.7, 1.1, -0.2], [0.2, -1.1, 0.6], [0.6, 0.4, -0.2], [0.2, 1.0, 0.1], [-0.2, 0.6, -0.3], [-0.4, 0.4, 0.0], [-0.1, -0.9, -0.5], [0.4, -0.1, -0.1], [-0.4, 0.1, 0.3], [-0.4, -0.4, 0.5], [-0.6, -0.1, -0.3], [0.1, 0.5, 0.0], [-0.7, -0.1, -0.6], [-0.4, 2.3, -0.2], [-0.9, -2.8, -0.5], [1.6, -1.0, 2.7], [-0.9, 1.4, -1.6], [-0.2, -0.5, 0.1], [1.0, 0.1, 0.9], [0.4, -0.1, -0.2], [-0.5, -0.1, 0.0], [-0.1, 0.7, -0.4], [0.6, 0.4, 0.0], [-0.3, -0.3, 0.2], [0.0, 0.0, 0.1], [0.2, 0.3, -0.1], [0.2, 0.1, -0.3], [0.4, 0.9, -0.9], [-1.0, 1.8, -0.8], [-0.2, -2.3, -1.0], [-1.2, 1.4, 1.5], [-0.2, -3.2, 0.0], [0.2, 1.8, 1.0], [1.7, -0.7, 1.4], [-0.8, 0.7, 0.6], [0.6, 0.2, -0.8], [-0.2, -0.1, 0.0], [0.5, 0.0, 0.4], [0.2, -0.4, -1.2], [0.4, -0.1, 0.3], [-0.1, 0.2, -0.5], [-0.2, -0.2, 0.0], [2.5, 0.4, 1.4], [-0.6, 0.8, -1.3], [-2.8, -0.8, 1.6], [0.3, -0.7, -1.2], [-0.5, 1.3, 0.2], [-0.2, -0.4, 0.5], [0.9, 0.5, -0.1], [0.3, -0.1, 0.3], [0.4, -0.6, -0.8], [0.3, -0.2, -0.1], [0.0, 0.2, 0.0], [-0.1, -0.1, 0.2], [0.1, -0.2, -0.5], [0.0, 0.2, -0.1], [-0.5, -0.3, -0.1], [2.4, -1.5, 0.0], [0.3, -0.9, -1.1], [-2.3, -0.6, -0.4], [-1.5, 2.8, -0.6], [1.5, -2.4, 0.9], [0.3, -0.2, -0.3], [-0.1, 0.2, 1.2], [-0.3, 0.5, 0.6], [-0.6, -0.1, -0.3], [-0.5, 0.5, -0.3], [-0.2, 0.5, -0.1], [0.6, 0.5, -0.4], [0.2, 0.4, 0.2], [0.3, 0.0, 0.2], [-0.1, 0.1, 0.5], [-0.7, 2.7, -2.3], [-0.7, 0.1, 1.3], [2.9, -2.3, -0.6], [-1.9, 0.2, 0.5], [0.7, -0.8, 0.1], [0.2, 1.1, -0.4], [-0.4, -0.1, 1.0], [0.4, -0.2, 0.2], [-0.4, -0.2, 0.0], [0.3, -0.2, -0.2], [-0.2, -0.4, -0.2], [-0.3, -0.1, 0.3], [-0.1, 0.1, 0.0], [0.2, 0.0, 0.2], [0.0, 0.0, 0.2], [0.3, -1.2, 1.0], [-0.9, -1.1, 1.4], [-2.0, 1.0, -0.2], [0.8, -0.2, -2.7], [1.3, 0.1, 0.7], [0.1, -0.1, 0.1], [1.4, 0.4, -0.6], [0.0, 0.1, -0.4], [-0.5, 0.2, -0.6], [0.0, 0.0, 0.1], [0.1, 0.0, 0.0], [-0.2, 0.0, -0.2], [-0.7, 0.7, 0.3], [0.8, 0.3, -0.1], [-0.5, -0.2, 1.0], [0.3, 0.9, 1.3], [-0.5, 0.6, -0.7], [-0.3, 0.6, -1.3], [0.5, -1.1, 1.5], [-1.0, 0.7, -2.3], [0.6, -1.0, 1.7], [0.9, -0.4, 0.1], [-0.1, -0.4, 0.3], [0.4, -0.3, 0.2], [0.2, 0.1, -0.5], [-0.4, 0.4, -0.3], [0.0, 0.1, 0.2], [0.2, -0.4, -0.1], [-0.1, 0.1, -0.1], [-0.6, 0.0, -0.1], [-1.7, 1.1, -0.9], [2.3, 0.9, -0.3], [0.9, 0.5, 1.4], [-0.9, -0.7, -1.1], [1.3, -0.3, 2.2], [-0.6, 1.4, -0.8], [-1.0, -1.2, 0.5], [0.0, -0.1, -0.8], [0.0, -0.4, -0.6], [0.2, -0.9, 0.1], [0.2, -0.2, 0.1], [-0.6, 0.1, -0.3], [0.2, 0.2, 0.1], [-0.2, -0.3, 0.0], [-0.2, -0.3, 0.0]],
  "lumo_ev": [-2.53, -7.03],
  "orbital_gap_ev": [7.19, 2.69],
  "spin_multiplicity": 2,
  "homo_energy_ev": [-9.7, -9.7],
  "total_charge": 1
}


{
  "formula": "C5H8O2",
  "method": "wB97M-V/def2-TZVPD",
  "symbols": ["C", "C", "O", "C", "C", "C", "O", "H", "H", "H", "H", "H", "H", "H", "H"],
  "xyz": [[0.75400, -1.21728, 1.15766], [-0.52915, -0.72090, 0.54818], [-1.41372, -1.77113, 0.47292], [-0.95269, 0.48230, 0.11595], [-0.20267, 1.59737, -0.58907], [1.04572, 0.99502, -1.19226], [1.19339, 0.79622, -2.37401], [0.44994, -1.74714, 2.07128], [1.25170, -1.95459, 0.51235], [1.46441, -0.44023, 1.45185], [-1.96967, -1.55819, -0.28947], [-2.03524, 0.54965, -0.00130], [-0.84524, 1.86803, -1.43832], [0.01171, 2.50177, 0.00244], [1.77750, 0.61909, -0.44820]],
  "forces_ev_per_angstrom": [[0.0, 0.0, 0.0], [0.2, 0.3, -0.2], [-0.2, 0.1, 0.0], [0.0, -0.3, 0.0], [0.0, 0.0, -0.1], [-0.2, -0.3, -0.2], [0.1, 0.2, 0.5], [0.1, 0.1, -0.2], [-0.1, 0.2, 0.1], [-0.3, 0.0, -0.2], [-0.2, -0.3, 0.4], [0.1, -0.1, -0.2], [0.2, 0.2, 0.2], [0.0, -0.3, 0.0], [0.2, 0.2, -0.3]],
  "lumo_ev": 0.81,
  "orbital_gap_ev": 9.68,
  "homo_energy_ev": -8.9,
  "e_above_lowest_kcal_mol": 38.70,
  "total_charge": 0,
  "smiles": "C/C(O)=C\\CC=O"
}